[1]
DFT (wB97M-V/def2-TZVPD) results for a molecular structure, C41H41Cl2F3MnN5O5PS.

```
100
Properties=species:S:1:pos:R:3:forces:R:3
Mn -0.65775 0.15499 0.96125 -0.3 0.5 -0.2
Cl -0.44469 7.03014 2.65969 0.0 -0.1 0.0
C -1.05515 5.43350 2.28019 0.0 0.0 0.0
C -0.15752 4.38337 2.18846 0.0 0.0 0.0
C -0.56794 3.08726 1.87874 0.2 -0.2 0.1
N 0.34574 2.01497 1.74709 0.1 -0.2 -0.1
C 1.45836 2.04818 2.51538 -0.3 0.0 0.0
O 1.68392 2.77810 3.48149 0.1 0.2 0.0
C 2.55632 1.05290 2.16263 -0.1 0.0 -0.1
C 3.58568 0.87692 3.01430 0.3 -0.2 0.2
C 4.63633 -0.04920 2.64185 -0.1 0.1 0.0
C 4.50433 -0.84943 1.57750 0.0 0.1 0.0
C 2.38122 -2.08050 1.01488 -0.2 0.3 0.3
N 2.52724 0.41319 0.95132 0.0 -0.5 0.6
C -1.94153 2.86395 1.61703 -0.1 -0.1 -0.1
C -2.83855 3.92951 1.75313 0.0 0.0 0.0
C -2.40355 5.20147 2.07932 0.1 0.0 0.0
Cl -3.58489 6.48569 2.22646 0.1 -0.1 0.0
N -2.29812 1.58832 1.17226 0.1 -0.1 0.1
C -3.56529 1.21216 1.02190 0.0 0.1 -0.1
O -4.61944 1.80856 1.27617 0.0 0.0 0.0
C -3.69898 -0.13503 0.31901 0.1 0.2 -0.1
C -4.94779 -0.52925 -0.13812 -0.2 -0.1 0.0
C -5.04836 -1.66433 -0.91993 0.0 0.1 0.0
C -3.89790 -2.38504 -1.21028 -0.1 0.0 0.0
C -2.70269 -1.94353 -0.68133 0.1 0.1 0.1
N -2.59971 -0.83771 0.05705 0.1 -0.2 -0.1
H 0.88478 4.57562 2.37865 0.0 0.0 0.0
H 3.59956 1.43288 3.93872 0.0 0.0 -0.1
H 5.54331 -0.09125 3.24001 -0.1 0.0 0.0
H 5.27994 -1.55550 1.28616 -0.1 0.1 0.1
H 2.94272 -2.95145 0.67522 0.1 -0.1 0.0
H -3.88929 3.74376 1.60886 0.0 0.0 0.0
H -5.79630 0.08948 0.11974 0.0 0.0 0.0
H -6.00672 -1.97881 -1.31414 0.0 0.0 0.0
H -3.92183 -3.27010 -1.83166 0.0 0.0 0.0
H -1.78351 -2.48258 -0.87261 0.0 0.0 0.0
C -0.68670 -4.23853 1.51933 0.0 -0.1 -0.1
C 0.25884 -3.92096 0.35599 -0.2 0.1 0.2
C 1.44077 -4.88924 0.36931 0.0 -0.1 -0.1
P 0.67089 -2.08523 0.23945 0.4 -0.2 -0.1
C 3.26316 -0.83046 0.70321 -0.1 -0.1 0.0
C 2.08740 -2.20301 2.52417 0.1 -0.1 -0.2
C 3.74621 -0.88285 -0.75168 0.0 -0.1 0.0
C 0.76029 -1.83939 -1.56850 -0.3 0.0 -0.1
C 0.96188 -2.88819 -2.47044 0.1 0.0 0.1
C 0.87369 -2.74887 -3.84623 0.0 0.0 -0.1
C 1.06379 -3.92061 -4.78172 0.0 0.1 0.0
C 0.56768 -1.47226 -4.32983 0.0 0.0 0.1
C 0.36144 -0.40413 -3.48435 0.0 -0.1 0.0
C 0.43338 -0.53130 -2.06305 0.0 0.1 -0.2
N 0.22115 0.50859 -1.22881 0.1 0.2 0.3
C 0.12113 1.82029 -1.79923 -0.1 -0.1 -0.1
C 1.27181 2.63097 -1.88563 0.1 0.2 0.0
C 2.63604 2.08421 -1.55498 -0.2 0.2 -0.2
C 1.17157 3.95059 -2.31697 0.0 -0.1 0.0
C -0.03644 4.51357 -2.71610 0.2 0.1 0.0
C -0.11200 5.95799 -3.15037 0.0 -0.1 0.1
C -1.14016 3.68688 -2.71869 -0.1 -0.1 0.0
C -1.07918 2.35678 -2.29343 0.0 0.0 0.1
C -2.33690 1.54503 -2.42563 0.0 0.0 0.1
H -1.06168 -5.26630 1.42065 0.1 0.1 0.0
H -1.54274 -3.57024 1.54752 -0.1 0.0 0.0
H -0.18820 -4.16210 2.48712 0.0 0.0 0.0
H -0.31113 -4.09415 -0.55691 0.0 0.0 -0.1
H 1.95382 -4.86524 1.33566 0.0 0.0 -0.1
H 2.17904 -4.68354 -0.41145 -0.1 0.0 0.1
H 1.06685 -5.90899 0.21817 0.0 0.1 0.0
H 1.72085 0.57776 0.36181 -0.1 0.1 -0.2
H 1.57242 -3.13468 2.75715 0.0 0.0 0.0
H 1.44646 -1.39078 2.86540 0.0 0.0 0.0
H 3.01174 -2.17244 3.10204 0.0 0.0 0.0
H 4.34777 -1.78876 -0.89171 -0.1 0.1 0.0
H 4.37210 -0.01420 -0.96395 0.0 -0.1 0.0
H 2.92059 -0.91606 -1.46113 0.1 0.0 0.0
H 1.21277 -3.87261 -2.08579 0.0 0.1 0.0
H 1.50678 -4.77266 -4.25883 0.0 0.1 0.0
H 1.71982 -3.66084 -5.61987 0.0 0.0 0.1
H 0.11120 -4.25584 -5.20984 0.1 0.0 0.0
H 0.48189 -1.32077 -5.40494 0.0 0.0 0.1
H 0.11238 0.56744 -3.89646 0.0 -0.1 0.0
H 2.78097 1.96817 -0.48083 0.1 0.1 -0.3
H 3.40638 2.75852 -1.93462 0.0 0.0 0.0
H 2.77788 1.10334 -2.01585 0.0 0.2 0.1
H 2.07494 4.55985 -2.34689 -0.1 -0.1 0.0
H 0.70016 6.19962 -3.84117 0.0 0.0 0.0
H -0.01939 6.62665 -2.28820 0.0 0.0 -0.1
H -1.06220 6.17756 -3.64290 0.1 0.0 0.0
H -2.09675 4.06796 -3.07312 0.1 0.0 0.0
H -2.75810 1.66755 -3.42833 0.0 0.0 0.0
H -3.08185 1.88659 -1.70819 -0.1 0.0 0.1
H -2.14602 0.49377 -2.25623 0.0 -0.2 0.1
F -0.91494 -3.06386 4.79314 -0.1 0.1 0.1
C -1.88643 -2.16048 5.03520 0.0 0.0 0.0
F -2.89631 -2.80835 5.64695 0.1 0.0 0.0
F -1.39896 -1.25911 5.89613 0.0 -0.1 0.0
S -2.47915 -1.37816 3.48343 0.3 0.4 -0.2
O -3.34663 -0.32564 3.93217 0.1 0.0 0.0
O -3.11183 -2.47656 2.79181 0.1 0.0 -0.1
O -1.19625 -0.93355 2.90065 -0.4 -0.2 0.1
```
Positions in Å, forces in eV/Å.

Properties
LUMO energy (spin up / spin down): 4.020 / 4.019 eV
gap between HOMO and LUMO (spin up / spin down): 0.227 / 0.229 Ha
relative energy (zero: lowest compared OMol25 entry of this formula, charge and spin): 0.0 kJ/mol
max |F|: 0.8 eV Å⁻¹
highest occupied orbital energy (spin up / spin down): -2.149 / -2.214 eV
total energy: -145519.573 eV
net charge: -2
spin multiplicity: 6

=====

[2]
DFT (wB97M-V/def2-TZVPD) results for a molecular structure, C7H21N7O2V.

```
38
Properties=species:S:1:pos:R:3:forces:R:3
V 0.41998 -0.21101 -0.14876 0.0 0.0 0.0
N 2.32181 -1.31806 -0.42866 0.0 0.0 0.0
N 2.77382 -1.77500 0.83089 0.0 0.0 0.0
C 2.03105 -1.55182 1.94047 -0.1 0.1 0.0
N 2.45454 -2.02125 3.09071 0.0 0.0 0.0
N 0.90202 -0.84291 1.70874 0.1 0.0 0.1
N -0.00221 -0.57950 2.75924 0.0 0.0 -0.1
O -0.98521 0.01636 2.37689 0.0 0.0 0.0
O 0.22718 -0.92994 3.88734 0.0 0.0 0.0
H 2.22973 -2.11978 -1.05152 0.0 0.0 0.0
H 3.03998 -0.71603 -0.83077 0.0 0.0 0.0
H 3.64764 -2.27833 0.88093 0.0 0.0 0.0
H 3.30431 -2.55956 3.16519 0.0 0.0 0.0
H 1.90429 -1.84589 3.92179 0.0 0.0 0.0
C -1.18596 -0.99411 -2.23975 0.0 0.0 -0.1
N -1.48776 -0.68684 -0.82387 -0.1 0.0 0.0
C -2.30448 -1.76069 -0.21779 0.0 0.0 0.0
C -2.20736 0.61642 -0.70355 0.0 0.0 0.0
C -1.38710 1.75621 -1.28373 0.0 0.0 0.0
N -0.03229 1.82961 -0.66049 0.0 -0.1 0.0
C -0.10034 2.63114 0.58932 0.0 0.0 0.0
C 0.91206 2.49033 -1.59145 0.0 0.0 0.0
H -2.02494 -0.74200 -2.89304 0.0 0.0 0.0
H -0.96809 -2.05420 -2.34831 0.0 0.0 0.0
H -0.31510 -0.42080 -2.58808 0.0 0.0 0.0
H -3.24503 -1.87949 -0.76080 0.0 0.0 0.0
H -2.52035 -1.50574 0.81750 0.0 0.0 0.0
H -1.75715 -2.70140 -0.25330 0.0 0.0 0.0
H -2.41957 0.77503 0.35439 0.0 0.0 0.0
H -3.16579 0.55874 -1.22756 0.0 0.0 0.0
H -1.91704 2.70130 -1.14297 0.0 0.0 0.0
H -1.25823 1.62444 -2.35765 0.0 0.0 0.0
H -0.38487 3.66037 0.35737 0.0 0.0 0.0
H 0.87663 2.64184 1.07164 0.0 0.0 0.0
H -0.83110 2.20854 1.27522 0.0 0.0 0.0
H 0.55864 3.49184 -1.84925 0.0 0.0 0.0
H 1.00756 1.90874 -2.50816 0.0 0.0 0.0
H 1.88871 2.58343 -1.11818 0.0 0.0 0.0
```
Positions in Å, forces in eV/Å.

Properties
LUMO energy (spin up / spin down): -6.606 / -6.567 eV
gap between HOMO and LUMO (spin up / spin down): 0.311 / 0.291 Ha
relative energy (zero: lowest compared OMol25 entry of this formula, charge and spin): 0.0 kJ/mol
max |F|: 0.2 eV Å⁻¹
highest occupied orbital energy (spin up / spin down): -15.071 / -14.478 eV
total energy: -47794.485 eV
net charge: +2
spin multiplicity: 2

=====

[3]
DFT (wB97M-V/def2-TZVPD) results for 2 unconnected molecules or ions with the total composition C4H14N4 in a non-equilibrium geometry.

```
22
Properties=species:S:1:pos:R:3:forces:R:3
C -0.53781 0.27435 0.58716 0.0 -0.4 -0.4
C -1.96743 -0.58952 0.11884 -0.5 0.0 0.1
C 2.44350 0.27297 -0.10194 -0.8 0.0 -0.4
C 3.29057 -0.88207 -0.58255 0.1 0.0 0.0
N 0.12723 -0.40542 -0.36948 -0.4 0.2 0.2
N -0.85778 1.68695 0.53857 -0.1 -0.3 -0.1
N -3.00644 -0.24442 1.03570 0.2 0.0 0.0
N -2.36238 -0.11679 -1.18679 0.3 0.0 0.1
H 1.36177 0.17192 -0.58855 1.1 0.3 0.2
H -0.34081 -0.00361 1.63502 -0.3 0.0 0.0
H -1.79371 -1.66762 0.19804 0.3 0.3 0.0
H -0.14992 2.24519 0.99875 0.0 -0.1 0.0
H -0.98042 1.98562 -0.42327 0.1 0.0 0.1
H -2.87629 -0.67804 1.94123 0.0 0.1 -0.1
H -3.05225 0.76504 1.13998 0.0 0.0 0.0
H -1.66601 -0.33866 -1.88877 0.0 0.0 0.1
H -3.26391 -0.49964 -1.44333 0.0 0.0 0.1
H 2.32816 0.30848 0.97875 0.0 0.0 0.0
H 2.76940 1.24721 -0.47446 0.1 -0.1 0.0
H 3.34071 -0.90992 -1.67244 0.0 0.0 0.1
H 4.31425 -0.79245 -0.20598 -0.1 0.0 0.0
H 2.87956 -1.82956 -0.23447 0.0 0.0 0.0
```
Positions in Å, forces in eV/Å.

Properties
LUMO energy: 0.137 eV
gap between HOMO and LUMO: 0.307 Ha
relative energy (zero: lowest compared OMol25 entry of this formula, charge and spin): 422.4 kJ/mol
max |F|: 1.2 eV Å⁻¹
highest occupied orbital energy: -8.211 eV
total energy: -10331.426 eV

=====

[4]
DFT (wB97M-V/def2-TZVPD) results for 2 unconnected molecules or ions with the total composition C7H8N2S in a non-equilibrium geometry.

```
18
Properties=species:S:1:pos:R:3:forces:R:3
C 0.51796 2.47141 0.12511 2.7 -1.9 1.3
N 0.80504 1.19808 0.08140 1.5 3.7 0.5
C -0.08033 0.23455 -0.08863 -4.8 -1.5 -0.9
C 0.02265 -0.94135 -0.75982 0.9 0.0 1.7
C -1.28142 -1.58487 -0.96981 0.1 3.7 0.2
C -2.25115 -0.69342 -0.60932 1.7 -1.2 1.0
C -1.60211 0.44452 0.12018 -0.2 0.2 -0.3
H -0.41099 3.00003 0.10285 -1.0 -0.3 -0.4
H 1.38228 3.10258 0.43412 -0.6 -0.3 -0.6
H 1.01444 -1.34518 -0.84975 0.1 -0.4 -1.0
H -1.42478 -2.22905 -1.75324 -0.3 -2.4 -1.2
H -3.29175 -0.87401 -0.74449 -0.6 0.2 0.0
H -1.88965 1.35442 -0.36966 -0.1 0.8 -0.7
H -1.99222 0.64798 1.12347 0.4 -0.5 0.2
N 2.21291 -1.60698 1.58272 3.1 1.2 -0.2
C 2.93371 -0.98616 0.86875 -0.6 -0.7 0.6
S 3.99526 -0.24055 0.01714 0.6 0.4 -0.5
H 1.34013 -1.95199 1.68899 -2.9 -1.0 0.2
```
Positions in Å, forces in eV/Å.

Properties
LUMO energy: -0.026 eV
gap between HOMO and LUMO: 0.299 Ha
relative energy (zero: lowest compared OMol25 entry of this formula, charge and spin): 312.8 kJ/mol
max |F|: 5.1 eV Å⁻¹
highest occupied orbital energy: -8.175 eV
structure (SMILES): C=NC1=CC=CC1.N=C=S
total energy: -21200.899 eV

=====

[5]
DFT (wB97M-V/def2-TZVPD) results for a gas-phase ion, C2H11N4 (charge +1) in a non-equilibrium geometry.

```
17
Properties=species:S:1:pos:R:3:forces:R:3
N -1.11465 -0.12500 -1.26902 -0.4 0.0 0.2
C -0.26007 0.66134 -0.28502 -1.6 -0.4 -0.9
N -0.91394 1.61222 0.46393 -1.8 0.6 3.4
C 0.42171 -0.41441 0.57882 -0.1 0.1 0.1
N 1.59022 -0.11074 1.31107 -0.1 1.4 -3.6
N 0.71403 -1.40963 -0.46157 -0.1 -1.0 0.1
H -2.06793 -0.33778 -1.00485 -0.1 0.3 1.0
H -1.26553 0.34723 -2.13832 0.6 0.3 -0.7
H 0.42097 1.23946 -0.82047 1.7 0.2 -1.8
H -1.66483 2.21264 0.11762 0.8 -0.3 -0.6
H -1.29575 1.18097 1.31087 0.1 0.5 -0.1
H -0.40619 -0.82044 1.09004 -0.7 -0.6 1.6
H 1.65884 -0.18380 2.27022 -0.2 0.0 2.1
H 1.97492 0.73446 0.87464 0.3 -0.4 1.1
H 1.06332 -2.30174 -0.13710 0.0 -0.1 0.3
H -0.31707 -1.34613 -0.95149 1.6 0.0 -1.0
H 1.46194 -0.93864 -0.94937 0.2 -0.5 -1.1
```
Positions in Å, forces in eV/Å.

Properties
LUMO energy: -2.899 eV
gap between HOMO and LUMO: 0.397 Ha
relative energy (zero: lowest compared OMol25 entry of this formula, charge and spin): 208.5 kJ/mol
max |F|: 3.9 eV Å⁻¹
highest occupied orbital energy: -13.707 eV
structure (SMILES): NC(N)[C@H](N)[NH3+]
total energy: -8205.654 eV
net charge: +1